# C16H24N4O4

A single C16H24N4O4 molecule at a distorted geometry (ωB97M-V with the def2-TZVPD basis set, OMol25).

Geometry as ORCA input:
```
! RIJCOSX wB97M-V def2-TZVPD def2/J DEFGRID3
* xyz 0 1
O -4.93 -0.39 -2.90
O -0.25 1.40 0.35
O -4.62 4.20 -3.15
N -0.53 -0.72 2.14
O -2.31 4.09 -3.57
C -5.47 0.53 -2.31
C -1.29 0.73 0.30
C -3.57 3.54 -3.17
C 2.92 -0.99 3.16
C 1.56 -0.95 3.26
C 2.79 -0.22 0.83
C 3.58 -0.55 1.96
C 0.79 -0.74 2.12
N -1.38 -0.38 1.18
N 1.41 -0.53 0.94
N -4.86 1.77 -2.06
C -6.93 0.22 -1.95
C 4.24 -3.43 0.66
C -2.48 0.92 -0.63
C 5.08 -0.53 1.95
C -3.55 2.14 -2.54
C -2.42 2.14 -1.55
C 5.64 -2.64 0.69
C 5.84 -1.90 1.95
H -2.49 5.03 -3.58
H 3.43 -1.23 4.08
H 0.90 -1.11 4.09
H 3.18 0.07 -0.13
H -2.31 -0.78 1.17
H 0.84 0.08 0.27
H -5.45 2.52 -1.60
H -6.82 -0.70 -1.35
H -7.51 -0.07 -2.82
H -7.44 1.04 -1.45
H 4.33 -4.33 0.07
H 3.47 -2.76 0.36
H 3.94 -3.79 1.66
H -2.56 0.09 -1.28
H -3.41 0.99 -0.03
H 5.49 0.09 1.16
H 5.45 -0.13 2.90
H -3.29 1.48 -3.40
H -2.46 3.10 -0.98
H -1.49 2.14 -2.14
H 6.45 -3.46 0.66
H 5.80 -1.90 -0.15
H 6.93 -1.62 2.00
H 5.78 -2.46 2.85
*
```

As for the strongest force on any atom: 4.8 eV/Å. As for the orbital gap: 7.61 eV. The HOMO energy is -7.07 eV. Its SMILES is CCCCc1cc/c(=N/NC(=O)CC[C@@H](NC(C)=O)C(=O)O)[nH]c1.


# C16H24N5O7PtSi

A molecular structure, C16H24N5O7PtSi (ωB97M-V with the def2-TZVPD basis set, OMol25).

Geometry as ORCA input:
```
! RIJCOSX wB97M-V def2-TZVPD def2/J DEFGRID3
* xyz -1 1
Pt 0.33 0.06 -0.12
O -2.43 1.96 2.31
C -1.48 1.80 1.57
O -1.15 0.60 1.14
C -0.63 3.06 1.10
O -0.91 4.14 1.62
O 0.22 2.87 0.16
O -0.62 -5.16 -4.70
C 0.55 -4.55 -5.19
N 0.80 -3.44 -4.30
C 1.97 -2.77 -4.43
O 2.70 -2.95 -5.39
C 2.31 -1.75 -3.38
C 3.55 -1.12 -3.45
C 3.86 -0.17 -2.50
C 2.94 0.12 -1.51
N 1.75 -0.49 -1.43
C 1.45 -1.41 -2.36
H -0.87 -5.87 -5.29
H 0.42 -4.17 -6.21
H 1.40 -5.23 -5.19
H 0.33 -3.48 -3.41
H 4.22 -1.38 -4.26
H 4.80 0.36 -2.52
H 3.13 0.86 -0.74
H 0.46 -1.84 -2.24
C 2.41 1.18 2.43
Si 1.60 -0.38 1.74
C 0.58 -1.12 3.14
C 3.02 -1.61 1.44
H 3.06 0.95 3.28
H 1.64 1.88 2.76
H 3.00 1.71 1.67
H 1.22 -1.30 4.02
H 0.12 -2.07 2.85
H -0.22 -0.44 3.42
H 3.57 -1.77 2.37
H 3.74 -1.27 0.69
H 2.63 -2.58 1.11
C -2.90 2.46 -4.19
N -2.05 1.39 -3.71
C -2.49 0.01 -3.78
C -1.67 -0.63 -2.66
O -1.60 -1.83 -2.47
N -1.02 0.36 -1.97
C -1.27 1.52 -2.59
N -0.81 2.67 -2.16
H -3.28 2.19 -5.18
H -2.34 3.38 -4.30
H -3.75 2.65 -3.52
H -2.25 -0.46 -4.73
H -3.56 -0.09 -3.58
H -0.37 2.73 -1.15
H -1.06 3.51 -2.65
*
```

As for the strongest force on any atom: 0.4 eV/Å. As for the orbital gap: 6.58 eV. The HOMO energy is -4.45 eV.


# C16H24N6O2S2

A single C16H24N6O2S2 molecule at a distorted geometry (ωB97M-V with the def2-TZVPD basis set, OMol25).

Geometry as ORCA input:
```
! RIJCOSX wB97M-V def2-TZVPD def2/J DEFGRID3
* xyz 0 1
C -0.12 -4.40 0.59
C 0.34 -3.01 1.01
C 1.82 -2.79 0.69
C 2.21 -1.41 1.07
N 2.29 -0.98 2.29
N 2.59 0.33 2.26
C 2.70 0.68 1.01
N 2.48 -0.39 0.19
C 2.38 -0.34 -1.24
H 2.99 0.49 -1.59
H 2.74 -1.28 -1.67
C 0.91 -0.11 -1.65
C 0.80 0.23 -3.15
H -0.14 -0.14 -3.55
H 1.62 -0.18 -3.72
C 0.78 1.76 -3.12
C 0.02 2.03 -1.83
H -1.07 1.98 -2.01
O 0.39 0.99 -0.93
H 0.25 2.99 -1.36
H 1.80 2.15 -3.04
H 0.30 2.20 -3.99
H 0.32 -1.00 -1.39
S 3.02 2.30 0.45
C 2.18 3.21 1.80
C 0.70 3.02 1.58
O 0.02 3.80 0.96
N 0.21 1.86 2.10
C -0.98 1.33 1.67
N -1.30 0.09 1.83
N -2.48 -0.20 1.30
C -3.08 0.78 0.74
C -4.40 0.71 0.07
C -4.96 -0.71 0.06
H -5.93 -0.73 -0.43
H -4.28 -1.37 -0.47
H -5.06 -1.08 1.07
H -4.30 1.09 -0.95
H -5.09 1.38 0.59
S -2.16 2.29 0.82
H 0.84 1.21 2.58
H 2.54 2.80 2.75
H 2.46 4.25 1.68
H 2.01 -2.96 -0.37
H 2.42 -3.50 1.27
H 0.19 -2.87 2.08
H -0.27 -2.26 0.51
H -1.17 -4.54 0.84
H 0.46 -5.17 1.11
H 0.01 -4.55 -0.48
*
```

As for the strongest force on any atom: 1.7 eV/Å. As for the orbital gap: 9.04 eV. The HOMO energy is -8.55 eV. Its SMILES is CCCc1nnc(SCC(=O)Nc2nnc(CC)s2)n1C[C@@H]1CCCO1.


# C16H24O12S

4 unconnected molecules or ions with the total composition C16H24O12S (ωB97M-V with the def2-TZVPD basis set, OMol25).

Geometry as ORCA input:
```
! RIJCOSX wB97M-V def2-TZVPD def2/J DEFGRID3
* xyz 0 1
C 1.52 -2.64 3.33
C 1.61 -1.78 2.06
C 0.50 -0.71 1.79
C 1.13 0.69 1.78
C -0.72 -0.77 2.71
S -0.43 -0.21 4.43
C -1.48 -2.11 2.64
O -2.80 -1.76 2.19
C -2.68 -0.56 1.57
O -3.33 -0.19 0.64
O -1.70 0.16 2.15
H 0.66 -3.32 3.32
H 2.40 -3.29 3.38
H 1.51 -2.04 4.24
H 2.57 -1.25 2.09
H 1.68 -2.45 1.19
H 0.10 -0.89 0.78
H 1.73 0.83 0.88
H 1.82 0.80 2.63
H 0.39 1.48 1.85
H -0.88 1.03 4.20
H -1.04 -2.83 1.95
H -1.58 -2.58 3.62
C -6.14 -2.60 0.83
C -5.14 -3.01 -0.24
O -5.98 -3.65 -1.20
C -7.24 -3.18 -1.05
O -8.14 -3.40 -1.80
O -7.34 -2.44 0.07
H -5.88 -1.66 1.33
H -6.29 -3.38 1.58
H -4.66 -2.15 -0.70
H -4.38 -3.70 0.12
C 4.61 0.26 -2.50
C 4.80 1.77 -2.50
O 4.31 2.13 -1.20
C 4.41 1.05 -0.39
O 4.23 1.07 0.79
O 4.72 -0.05 -1.10
H 5.37 -0.28 -3.06
H 3.62 -0.04 -2.84
H 5.85 2.06 -2.58
H 4.22 2.27 -3.27
C 0.53 4.72 -3.32
C 1.82 4.26 -2.67
O 2.44 3.52 -3.73
C 1.94 3.96 -4.92
O 2.37 3.66 -5.98
O 0.89 4.79 -4.70
H 0.20 5.70 -2.98
H -0.28 4.00 -3.20
H 2.48 5.09 -2.40
H 1.68 3.61 -1.81
*
```

As for the strongest force on any atom: 0.9 eV/Å. As for the orbital gap: 10.07 eV. The HOMO energy is -9.93 eV. Its SMILES is CC[C@H](C)[C@]1(S)COC(=O)O1.O=C1OCCO1.O=C1OCCO1.O=C1OCCO1.